A cluster of 2 separate species, C4H12 in total. Source: the Open Molecules 2025 dataset; level of theory: ωB97M-V with the def2-TZVPD basis set.

XYZ file:
```
16
Properties=species:S:1:pos:R:3
H -1.556 2.683 0.670
H 1.036 -0.108 -0.726
H -0.730 -2.060 0.361
H 0.335 -1.328 1.344
H 2.269 -1.381 -0.227
H -0.312 0.159 -0.482
C 0.370 -1.988 0.533
H 0.834 -2.918 0.645
H 1.165 -1.742 -1.458
C -0.763 1.940 0.659
H 0.192 2.514 0.706
H -0.478 1.825 -1.388
H -0.739 1.463 1.622
C 1.219 -1.214 -0.560
H -1.895 1.017 -1.047
C -0.949 1.137 -0.651
```

As for the HOMO energy: -10.8 eV. For the largest force on an atom, the calculation gives 4.63 eV/A. Its total energy is -4340.998 eV. Its SMILES is CC.CC. The gap between HOMO and LUMO comes out at 0.4412 hartree.